Below is a structure of composition C18H40IrN5P3Se in a non-equilibrium geometry, with properties calculated with the ωB97M-V functional and the def2-TZVPD basis.

Calculated values
Energy relative to the best compared isomer or geometry (same formula, charge and spin) = 15.4 kcal per mole
Gap between HOMO and LUMO (spin up / spin down) = 5.2 / 3.3 eV
2S+1 = 6
Charge = +4

```
68
Properties=species:S:1:pos:R:3:forces:R:3
Ir -0.447985 -0.260224 1.008600 1.21 1.25 -2.55
P 1.108278 -1.610123 2.033268 1.07 -1.34 2.37
P -2.511530 -0.387405 1.901062 0.50 0.31 0.19
P 1.053464 1.507688 1.196781 1.38 1.80 1.14
H 1.030035 -0.465559 -2.719281 0.33 0.31 0.33
C 1.727368 -0.018644 -1.974150 -0.60 0.42 0.38
C 2.461926 -0.876798 -1.263104 -0.21 -0.51 0.20
H 2.171751 -1.947018 -1.278857 0.79 0.63 -0.36
C 1.373420 -3.347562 1.545635 -0.36 -0.15 -0.26
C 0.420440 -1.782298 3.730285 0.28 -0.23 -0.24
C 2.885476 -1.262056 2.406616 -0.10 0.24 -0.11
C -3.510675 0.397666 0.604822 0.03 -0.15 0.36
C -3.148525 -2.036988 2.247851 -0.38 -0.44 0.27
C -2.394823 0.698590 3.339531 -0.76 -0.02 0.26
C 2.830048 1.749458 0.662979 0.49 -0.39 -0.18
C 1.247404 1.799104 3.021290 0.09 0.28 -0.32
C 0.440728 3.140640 0.653570 -0.23 -0.02 0.12
H 1.656670 1.072841 -1.748327 0.69 -0.92 -0.76
H 3.319539 -0.571848 -0.638515 -0.74 -0.14 -0.28
H 2.003063 -3.405529 0.649503 -0.11 -0.06 0.18
H 0.417892 -3.842547 1.351813 0.48 -0.01 0.18
H 1.884243 -3.849718 2.378812 -0.07 0.14 -0.26
H -0.655843 -1.987188 3.667937 0.38 0.01 0.21
H 0.606532 -0.865415 4.303672 -0.11 -0.28 -0.07
H 0.942360 -2.632242 4.190492 -0.25 0.27 0.19
H 3.489185 -1.369286 1.497270 -0.08 0.02 0.25
H 3.207457 -2.036439 3.120850 -0.13 0.24 -0.23
H 3.070993 -0.284568 2.860235 0.03 -0.30 -0.15
H -4.532841 0.502207 0.963211 -0.20 0.21 -0.19
H -3.486797 -0.209606 -0.304942 -0.10 -0.04 0.20
H -3.040595 1.362062 0.395139 -0.33 0.04 0.09
H -3.922552 -1.954384 3.029347 0.17 -0.15 -0.26
H -2.366285 -2.746933 2.577085 -0.38 0.56 -0.05
H -3.597830 -2.463869 1.332673 0.10 0.34 0.42
H -3.388601 0.792550 3.772459 0.07 0.09 0.55
H -2.058361 1.691413 3.004865 -0.37 -0.30 0.04
H -1.639834 0.322746 4.050369 -0.57 -0.02 -0.18
H 3.216429 2.705700 1.086380 -0.57 -0.60 -0.12
H 2.935874 1.818396 -0.431656 -0.07 0.01 0.46
H 3.506805 0.953372 1.018835 -0.42 0.34 -0.14
H 1.723540 2.775084 3.194179 -0.03 -0.31 -0.02
H 1.849836 1.014985 3.495790 -0.26 0.33 -0.10
H 0.248881 1.809200 3.477777 0.38 0.07 0.04
H 1.196012 3.910361 0.862076 -0.20 -0.22 -0.07
H -0.470724 3.393460 1.201096 0.00 0.02 -0.12
H 0.219795 3.131868 -0.416124 0.00 0.07 0.00
C -0.292433 2.196780 -4.271672 -0.06 1.02 -0.71
C 0.949343 2.019498 -4.938109 -1.09 -1.50 2.18
C 1.299507 2.843692 -5.995495 0.09 1.69 -1.67
C 0.472252 3.909194 -6.372506 -0.05 -0.08 0.15
C -0.741962 4.130480 -5.705457 0.80 1.29 -1.59
C -1.120403 3.306432 -4.651376 -0.33 -2.15 2.00
Se -0.889785 1.131443 -2.911377 -0.25 0.27 0.25
H -0.628001 1.055966 1.957276 -0.26 -1.43 -0.62
H 1.608743 1.232329 -4.574728 0.11 0.13 -0.30
H 2.226208 2.644852 -6.520066 0.06 0.10 -0.12
H 0.761350 4.568846 -7.177704 0.06 0.02 -0.13
H -1.405457 4.957104 -5.986164 0.29 -0.25 -0.05
H -2.043736 3.464988 -4.079975 0.25 0.23 -0.42
N -1.627377 -5.269619 -0.949889 0.01 1.05 0.95
N -1.562725 -3.878151 -0.883674 1.46 0.75 -0.56
N -1.473039 -3.234006 -2.064964 -0.32 0.67 2.09
C -1.167501 -2.012304 -1.637990 0.06 0.08 -0.72
N -0.985527 -1.892903 -0.312793 -0.47 -2.05 -0.51
N -1.213619 -3.139664 0.187992 -1.09 -0.62 -2.09
H -1.987472 -5.619873 -0.070333 -0.08 -0.26 0.04
H -2.181822 -5.555102 -1.756525 0.02 0.20 0.08
H -1.068183 -1.195127 -2.343669 -0.02 -0.55 0.38
```
Positions in Å, forces in eV/Å.

Atom charges from the natural (NBO) analysis, given in e for atoms 1 to 6: 0.073, 0.973, 1.232, 1.032, 0.188, -0.476

---

Below is an isolated molecule of C22H31N5O3 in a non-equilibrium geometry, with properties calculated with the ωB97M-V functional and the def2-TZVPD basis.

Calculated values
Structure (SMILES) = CCc1nn(CC(=O)NCCCN(C)C2CCCCC2)c(=O)c2cc3occc3n12
Energy relative to the best compared isomer or geometry (same formula, charge and spin) = 63.7 kcal per mole
Gap between HOMO and LUMO = 8.7 eV

```
61
Properties=species:S:1:pos:R:3:forces:R:3
C 1.028274 4.718434 -1.114050 -0.12 -0.09 -0.05
C 0.058870 3.557877 -0.879259 0.21 0.11 0.01
C 0.680693 2.514363 -0.011109 -0.42 0.14 0.25
N 0.368167 2.448706 1.224113 -0.53 0.66 -0.33
N 0.929335 1.540233 2.043153 0.50 -0.52 -0.01
C 0.490465 1.598770 3.417166 -0.15 0.05 0.49
C -0.943311 1.096932 3.647724 0.37 0.13 -0.36
O -1.631625 1.560658 4.533195 -0.09 0.23 0.41
N -1.336948 0.129676 2.810112 0.03 -0.18 -0.13
C -2.612508 -0.537569 2.930857 -0.14 -0.09 0.22
C -2.428198 -2.052986 2.881607 -0.01 0.15 -0.31
C -1.968589 -2.534538 1.500292 -0.12 -0.05 0.28
N -0.678334 -1.967708 1.121293 0.14 -0.06 -0.09
C 0.419592 -2.719351 1.702730 0.04 -0.05 -0.06
C -0.501212 -1.707185 -0.306665 -0.30 -0.01 -0.19
C -1.369936 -0.529572 -0.764556 0.38 0.00 -0.07
C -1.057745 -0.168397 -2.214423 -0.30 -0.10 -0.01
C -1.279695 -1.368404 -3.129433 0.31 0.10 -0.04
C -0.419528 -2.542297 -2.673318 -0.32 -0.09 -0.03
C -0.742996 -2.911836 -1.228912 0.36 0.14 0.10
C 1.875260 0.611201 1.655232 -0.15 0.15 0.26
O 2.350566 -0.186623 2.444886 0.16 -0.16 -0.13
C 2.217691 0.686851 0.250026 0.41 -0.33 -0.33
C 3.092966 -0.086502 -0.493401 -0.05 0.01 0.21
C 3.012970 0.426075 -1.794174 -1.14 1.15 0.46
O 3.523100 0.218435 -3.021610 0.32 -0.39 0.06
C 2.941088 1.146561 -3.820577 -0.52 0.60 -0.03
C 2.066028 1.954910 -3.156162 0.17 -0.07 -0.39
C 2.100833 1.492251 -1.817453 0.83 -0.83 -0.16
N 1.609372 1.652775 -0.557394 0.32 -0.44 0.20
H 1.946851 4.371872 -1.582114 0.12 0.04 -0.05
H 0.569181 5.461782 -1.760442 0.02 0.10 -0.07
H 1.279265 5.190439 -0.167693 0.04 0.05 0.06
H -0.835182 3.922402 -0.375022 0.00 -0.14 -0.04
H -0.227284 3.108015 -1.831712 -0.11 -0.03 -0.02
H 0.540825 2.629580 3.774391 -0.03 -0.14 -0.06
H 1.173717 0.973156 3.999287 -0.12 0.15 -0.07
H -0.710114 -0.326691 2.150007 0.05 0.18 0.05
H -3.059244 -0.225897 3.878657 0.00 -0.02 -0.16
H -3.271560 -0.217333 2.114499 -0.07 -0.02 0.08
H -3.378976 -2.535532 3.113716 -0.01 -0.05 0.05
H -1.707614 -2.347642 3.645003 -0.02 -0.05 0.09
H -1.933408 -3.635809 1.498204 -0.02 0.04 -0.11
H -2.719304 -2.225109 0.772431 -0.02 -0.05 -0.02
H 1.359557 -2.205754 1.512572 0.05 -0.01 0.04
H 0.488611 -3.745967 1.317119 -0.04 -0.05 0.01
H 0.283081 -2.770540 2.780956 0.08 -0.03 0.07
H 0.548438 -1.406631 -0.420469 -0.06 0.00 -0.03
H -2.427262 -0.789472 -0.691984 -0.11 -0.01 0.06
H -1.196709 0.330840 -0.114700 -0.03 0.02 0.11
H -0.016833 0.149726 -2.297434 0.05 0.06 -0.02
H -1.691200 0.664328 -2.529130 0.06 0.08 -0.02
H -1.030958 -1.101143 -4.158570 -0.08 -0.01 -0.05
H -2.332905 -1.657563 -3.103395 -0.08 -0.02 -0.04
H 0.635993 -2.269293 -2.749997 0.09 -0.01 -0.04
H -0.590103 -3.403926 -3.322233 0.10 -0.01 -0.03
H -1.786555 -3.226699 -1.161758 -0.07 -0.05 0.04
H -0.116482 -3.748855 -0.914823 -0.05 -0.08 0.04
H 3.689172 -0.892467 -0.119716 0.10 -0.17 0.19
H 3.228721 1.136297 -4.853167 0.09 -0.07 -0.12
H 1.493636 2.752145 -3.582378 -0.09 0.16 -0.18
```
Positions in Å, forces in eV/Å.

Atom charges from the natural (NBO) analysis, given in e for atoms 1 to 6: -0.604, -0.431, 0.402, -0.253, -0.252, -0.315

---

Below is an isolated molecule of C5H11O6 in a non-equilibrium geometry, with properties calculated with the ωB97M-V functional and the def2-TZVPD basis.

Calculated values
Energy relative to the best compared isomer or geometry (same formula, charge and spin) = 52.8 kcal per mole
Gap between HOMO and LUMO (spin up / spin down) = 7.9 / 9.5 eV
2S+1 = 2

```
22
Properties=species:S:1:pos:R:3:forces:R:3
H -0.229652 -0.197094 2.033005 -0.54 0.44 0.21
C -1.318683 0.374858 1.157953 4.60 1.04 -2.67
C -0.659820 -0.414441 -0.027454 0.74 -0.18 1.74
C 0.810067 0.002324 -0.240695 -0.53 0.22 -0.08
C 1.508093 -1.083578 -1.084507 -0.30 0.58 0.01
C 0.979721 1.425753 -0.803565 -0.55 -0.41 -0.58
O 2.335453 1.743592 -0.717885 1.13 0.75 -0.30
O 1.429486 0.141894 1.040700 -0.52 -0.37 1.68
O 0.692344 -0.489321 2.162640 2.99 -0.89 -0.41
O -1.446207 -0.301455 -1.155113 -1.75 -0.34 -0.29
O -2.517855 0.115997 1.499644 -4.29 -1.33 0.72
O -2.834011 -1.228194 0.982246 0.03 0.59 0.25
H -3.491571 -1.530155 1.617551 -0.19 0.15 0.26
H -0.951768 1.410605 1.301225 -0.91 -0.52 0.09
H -0.530603 -1.486915 0.264122 -0.52 0.72 0.02
H 0.978848 -1.169132 -2.046125 0.09 -0.10 0.28
H 2.537268 -0.773518 -1.299669 -0.18 -0.28 0.24
H 1.447082 -2.041713 -0.541831 0.26 0.39 -0.27
H 0.677284 1.433003 -1.854202 -0.37 0.00 0.01
H 0.382806 2.155223 -0.234844 -0.07 -0.29 -0.09
H 2.524940 2.539694 -1.246560 -0.22 -0.57 0.38
H -2.323220 -0.627429 -0.806636 1.07 0.42 -1.20
```
Positions in Å, forces in eV/Å.

Atom charges from the natural (NBO) analysis, given in e for atoms 1 to 6: 0.400, -0.014, 0.035, 0.207, -0.638, -0.066